Entry 1:
A cluster of 2 separate species, C6H8N2O in total in a non-equilibrium geometry. Source: the OMol25 dataset; level of theory: the ωB97M-V functional and the def2-TZVPD basis.

Element x y z (Å)
C 0.251 1.843 -0.268
C 0.317 0.236 0.353
C -0.456 0.159 1.638
C -0.421 -0.041 -0.920
O -1.555 -0.540 -0.926
C 0.478 -0.277 -2.058
N 1.112 -0.332 -3.013
H -0.713 2.270 -0.018
H 0.545 2.128 -1.275
H 1.005 2.348 0.336
H 1.353 -0.104 0.375
H -0.353 -0.825 2.098
H -0.058 0.900 2.334
H -1.514 0.379 1.492
C -0.016 -2.767 -0.058
N 1.045 -2.909 0.334
H -1.019 -2.470 -0.422

Summary:
LUMO level   -0.019 hartree
Energy relative to the best compared isomer or geometry (same formula, charge and spin)   285.07 kJ/mol
Calculated total energy   -418.0747 hartree
HOMO-LUMO gap   10.142 eV
2S+1   1
HOMO   -10.65 eV
F_max   5.7 eV/Å
SMILES   CC(C)C(=O)C#N.C#N

Results of the natural (NBO) charge analysis, in e, for atoms 1 through 6:
1 C -0.648
2 C -0.245
3 C -0.635
4 C 0.480
5 O -0.559
6 C 0.178

Entry 2:
An isolated molecule of C6H8N2O in a non-equilibrium geometry. Source: the OMol25 dataset; level of theory: the ωB97M-V functional and the def2-TZVPD basis.

Element x y z (Å)
C 3.050 0.178 -0.635
C 2.212 -0.389 0.035
C -0.780 -0.920 -0.068
C 1.316 -1.041 0.888
C -1.901 -1.744 -0.562
C -0.502 2.472 0.428
N 0.168 -1.527 0.564
N 0.045 1.254 -0.167
O -0.960 0.400 -0.286
H 3.770 0.452 -1.336
H 1.719 -1.566 1.710
H -2.754 -0.941 -0.377
H -1.863 -2.725 -0.142
H -1.818 -1.958 -1.604
H -1.650 2.312 0.375
H 0.079 2.484 1.336
H -0.132 3.258 -0.158

Summary:
LUMO level (spin up / spin down)   0.009 / -0.006 hartree
Energy relative to the best compared isomer or geometry (same formula, charge and spin)   702.64 kJ/mol
Calculated total energy   -417.9157 hartree
HOMO-LUMO gap (spin up / spin down)   7.341 / 8.513 eV
2S+1   1
HOMO (spin up / spin down)   -7.09 / -8.68 eV
F_max   3.4 eV/Å

Results of the natural (NBO) charge analysis, in e, for atoms 1 through 6:
1 C -0.199
2 C -0.073
3 C 0.539
4 C -0.019
5 C -0.665
6 C -0.491